1.
This record from the OMol25 dataset describes a structure of composition C12H25Cl2LaN3. The level of theory is wB97M-V/def2-TZVPD.

Properties
- Relative energy (zero: lowest compared OMol25 entry of this formula, charge and spin): 0.00 kcal per mole
- 2S+1: 1
- HOMO level (alpha / beta): -0.42 / -0.27 eV
- Orbital gap (alpha / beta): 0.1177 / 0.1075 hartree
- Energy: -43224.86954 eV
- Max |F|: 3.74 eV Å⁻¹
- Net charge: -1

Structure (XYZ):
```
43
C12H25Cl2LaN3, DFT wB97M-V/def2-TZVPD
La -0.16 2.13 1.94
Cl -0.50 3.46 -0.26
Cl 1.82 1.88 3.59
C 1.63 0.01 -2.25
H 2.00 -0.70 -1.50
H 2.18 0.96 -2.27
C 0.15 0.01 -2.45
C 1.15 -0.63 -3.47
H -0.35 -0.63 -1.70
C 1.44 0.11 -4.76
H 1.15 -1.73 -3.49
C 1.16 1.61 -4.61
H 2.49 -0.03 -5.06
H 0.83 -0.30 -5.58
C -0.30 1.78 -4.30
H 1.74 2.04 -3.79
H 1.43 2.14 -5.53
C -0.71 1.12 -2.97
H -0.57 2.84 -4.26
H -0.90 1.35 -5.11
H -0.86 1.91 -2.21
H -1.69 0.64 -3.15
C 1.48 -2.15 2.30
N 0.27 -1.62 2.94
C -0.29 -2.39 4.05
C -0.31 -0.57 2.41
N 0.16 -0.02 1.27
N -1.37 0.16 2.99
C -1.58 0.20 4.46
C -2.62 0.22 2.18
H 1.86 -2.96 2.93
H 2.24 -1.36 2.21
H 1.26 -2.55 1.30
H -0.05 -1.91 5.02
H -1.39 -2.47 3.94
H 0.15 -3.39 4.02
H 0.81 -0.63 0.77
H -2.28 1.04 4.64
H -2.03 -0.73 4.84
H -0.62 0.44 4.95
H -2.58 1.07 1.45
H -2.76 -0.72 1.62
H -3.46 0.38 2.88
```

2.
This record from the OMol25 dataset describes a structure of composition C2H8NO6P2Se3TeZr. The level of theory is wB97M-V/def2-TZVPD.

Properties
- Relative energy (zero: lowest compared OMol25 entry of this formula, charge and spin): 0.55 kcal per mole
- 2S+1: 1
- HOMO level: -11.33 eV
- Orbital gap: 0.2560 hartree
- Energy: -239173.72478 eV
- Max |F|: 0.33 eV Å⁻¹
- Net charge: +1

Structure (XYZ):
```
24
C2H8NO6P2Se3TeZr, DFT wB97M-V/def2-TZVPD
Zr -0.41 1.62 -0.16
N 2.71 0.18 3.12
C 2.16 1.50 2.60
C 2.94 2.68 3.16
P 2.20 1.45 0.78
O 3.73 1.12 0.54
O 1.68 2.73 0.18
O 1.27 0.32 0.34
P 0.35 1.41 3.07
O 0.28 2.41 4.30
O -0.42 2.03 1.91
O 0.11 0.00 3.42
H 3.47 -0.19 2.55
H 1.89 -0.47 3.17
H 3.05 0.30 4.08
H 3.99 2.63 2.86
H 2.87 2.71 4.25
H 2.52 3.61 2.77
H 4.05 1.14 -0.37
H -0.40 2.23 4.95
Se -1.79 -0.39 -1.03
Se -3.09 1.33 -0.24
Te -2.18 3.55 -1.48
Se -0.34 2.47 -2.69
```

3.
This record from the OMol25 dataset describes a cluster of 2 separate species, C3H9N3O2 in total. The level of theory is wB97M-V/def2-TZVPD.

Properties
- Relative energy (zero: lowest compared OMol25 entry of this formula, charge and spin): 29.76 kcal per mole
- 2S+1: 1
- HOMO level: -8.99 eV
- Orbital gap: 0.3552 hartree
- Energy: -11822.76861 eV
- Max |F|: 2.76 eV Å⁻¹
- Structure (SMILES): CC(=O)O.N=C(N)N

Structure (XYZ):
```
17
C3H9N3O2, DFT wB97M-V/def2-TZVPD
O -0.60 0.33 -2.35
C 0.61 0.14 -2.47
O 1.22 -0.32 -3.66
C 1.62 0.26 -1.35
H 0.56 -0.45 -4.36
H 1.63 1.32 -1.07
H 2.57 -0.04 -1.61
H 1.19 -0.26 -0.51
N -1.31 0.81 2.62
C -0.83 -0.34 2.03
N -1.71 -0.98 1.13
N 0.37 -0.81 2.11
H -0.71 1.22 3.29
H -2.14 1.28 2.24
H -2.28 -0.32 0.60
H -1.14 -1.62 0.59
H 0.95 -0.25 2.78
```

4.
This record from the OMol25 dataset describes the molecule C3H4N4. The level of theory is wB97M-V/def2-TZVPD.

Properties
- Relative energy (zero: lowest compared OMol25 entry of this formula, charge and spin): 195.30 kcal per mole
- 2S+1: 1
- HOMO level (alpha / beta): -9.03 / -8.82 eV
- Orbital gap (alpha / beta): 0.2638 / 0.3014 hartree
- Energy: -9128.38866 eV
- Max |F|: 3.69 eV Å⁻¹

Structure (XYZ):
```
11
C3H4N4, DFT wB97M-V/def2-TZVPD
C 1.47 0.63 -0.34
C 0.87 1.50 0.40
C 0.42 -1.42 0.22
N 1.47 -0.75 -0.08
N -0.86 -1.06 0.09
N -2.24 0.72 -0.17
N -1.17 0.15 0.02
H 2.20 0.95 -1.02
H 0.04 1.34 1.19
H 0.76 -2.42 0.44
H -2.98 0.36 -0.75
```

5.
This record from the OMol25 dataset describes a cluster of 4 separate species, C33H64Cl2N4O8S2 in total. The level of theory is wB97M-V/def2-TZVPD.

Properties
- Relative energy (zero: lowest compared OMol25 entry of this formula, charge and spin): 200.30 kcal per mole
- 2S+1: 4
- HOMO level (alpha / beta): -5.83 / -5.83 eV
- Orbital gap (alpha / beta): 0.2784 / 0.2436 hartree
- Energy: -104302.07702 eV
- Max |F|: 8.19 eV Å⁻¹
- <S²>: 3.764
- Net charge: -1

Structure (XYZ):
```
113
C33H64Cl2N4O8S2, DFT wB97M-V/def2-TZVPD
C 2.54 -1.46 -2.83
C 1.11 -0.68 -2.65
Cl 0.69 0.04 -0.96
C 0.18 -0.53 -3.80
Cl -1.45 0.35 -3.43
S 0.47 -1.14 -5.56
O -0.89 -0.92 -6.32
O 1.51 -0.22 -6.29
N 0.83 -2.85 -5.69
S 2.01 -3.14 -6.99
O 1.54 -2.52 -8.32
O 2.02 -4.71 -7.18
C 3.73 -2.64 -6.44
C 4.80 -2.35 -7.65
C 4.97 -0.71 -7.75
O 4.48 -3.01 -8.93
H 2.71 -1.96 -3.87
H 2.61 -2.34 -2.03
H 3.42 -0.69 -2.63
H 4.16 -3.52 -5.76
H 3.66 -1.65 -5.81
H 5.87 -2.77 -7.33
H 3.89 -0.25 -7.65
H 5.61 -0.34 -6.84
H 5.45 -0.36 -8.77
H 4.40 -4.00 -8.78
C -3.48 6.83 0.41
C -2.39 6.46 -0.64
C -2.90 6.67 -2.10
C -3.77 5.55 -2.65
C -3.11 4.19 -2.43
C -2.75 3.95 -0.95
N -1.92 5.06 -0.36
O -0.62 4.95 -0.90
C -4.07 3.76 -0.15
C -2.05 2.56 -0.81
C -1.30 7.57 -0.41
H -3.90 5.98 0.94
H -3.08 7.46 1.21
H -4.32 7.38 -0.05
H -2.03 6.76 -2.77
H -3.44 7.62 -2.18
H -4.76 5.58 -2.19
H -3.93 5.70 -3.72
H -3.78 3.40 -2.80
H -2.21 4.13 -3.06
H -3.88 3.63 0.92
H -4.61 2.87 -0.50
H -4.78 4.58 -0.28
H -1.14 2.48 -1.42
H -2.71 1.75 -1.13
H -1.78 2.36 0.23
H -0.82 7.47 0.57
H -1.75 8.57 -0.46
H -0.51 7.55 -1.18
C -6.50 -0.26 4.54
C -5.01 0.17 4.37
C -4.18 -0.10 5.66
C -4.33 0.94 6.76
C -4.12 2.35 6.21
C -5.07 2.64 5.01
N -4.97 1.60 3.93
O -3.75 1.80 3.26
C -6.52 2.75 5.56
C -4.78 4.08 4.48
C -4.47 -0.85 3.30
H -7.20 0.58 4.59
H -6.85 -0.84 3.68
H -6.65 -0.87 5.43
H -3.11 -0.15 5.41
H -4.43 -1.09 6.08
H -5.31 0.85 7.24
H -3.59 0.75 7.55
H -4.29 3.08 7.01
H -3.08 2.46 5.90
H -7.24 2.92 4.75
H -6.61 3.60 6.25
H -6.84 1.88 6.13
H -3.74 4.22 4.16
H -4.97 4.83 5.25
H -5.43 4.32 3.63
H -4.94 -0.70 2.33
H -4.69 -1.88 3.62
H -3.38 -0.79 3.18
C 3.97 -6.64 0.70
C 5.46 -6.21 0.53
C 6.28 -6.48 1.82
C 6.14 -5.44 2.92
C 6.34 -4.03 2.36
C 5.40 -3.74 1.17
N 5.50 -4.78 0.08
O 6.72 -4.58 -0.58
C 3.95 -3.63 1.72
C 5.69 -2.30 0.64
C 5.99 -7.23 -0.54
H 3.27 -5.81 0.75
H 3.61 -7.22 -0.16
H 3.81 -7.25 1.59
H 7.35 -6.53 1.56
H 6.04 -7.47 2.23
H 5.16 -5.53 3.40
H 6.88 -5.63 3.70
H 6.18 -3.30 3.17
H 7.39 -3.92 2.06
H 3.23 -3.46 0.91
H 3.85 -2.78 2.41
H 3.63 -4.50 2.29
H 6.73 -2.16 0.32
H 5.50 -1.55 1.41
H 5.04 -2.06 -0.22
H 5.53 -7.08 -1.51
H 5.78 -8.26 -0.22
H 7.08 -7.17 -0.66
```

6.
This record from the OMol25 dataset describes the molecule C5H9NO. The level of theory is wB97M-V/def2-TZVPD.

Properties
- Relative energy (zero: lowest compared OMol25 entry of this formula, charge and spin): 89.00 kcal per mole
- 2S+1: 1
- HOMO level: -8.09 eV
- Orbital gap: 0.3346 hartree
- Energy: -8865.35315 eV
- Max |F|: 1.16 eV Å⁻¹

Structure (XYZ):
```
16
C5H9NO, DFT wB97M-V/def2-TZVPD
C 3.04 0.29 0.51
O 1.72 0.74 0.46
C 0.80 -0.32 0.37
C -0.58 0.29 0.31
C -3.53 -0.15 -1.26
C -1.67 -0.75 0.28
N -2.64 -0.53 -0.43
H 3.69 1.16 0.59
H 3.31 -0.28 -0.39
H 3.20 -0.36 1.39
H 0.89 -0.99 1.24
H 1.00 -0.92 -0.54
H -0.74 0.90 1.21
H -4.35 0.43 -0.87
H -0.65 0.95 -0.57
H -3.50 -0.47 -2.29
```